Record 1
47
Properties=species:S:1:pos:R:3:nbo_charge:R:1 method="wB97M-V/def2-TZVPD" total_charge=-2 energy_ev=-56137.8341 e_above_lowest_kj_mol=39.8
Tl -0.377 -0.039 0.787 0.511
F 2.863 3.648 4.141 -0.367
C 2.474 3.281 2.869 0.394
C 1.839 2.083 2.644 -0.370
C 1.553 1.630 1.349 -0.221
C 1.881 2.515 0.288 -0.265
C 2.376 3.786 0.573 0.418
F 2.494 4.754 -0.405 -0.368
C 2.725 4.181 1.847 -0.423
C 1.705 2.028 -1.076 0.240
C 2.486 2.495 -2.144 -0.252
C 2.318 1.963 -3.403 -0.181
C 1.367 0.967 -3.581 -0.291
C 0.640 0.551 -2.478 0.071
N 0.810 1.045 -1.263 -0.427
H 1.580 1.458 3.487 0.199
H 3.132 5.160 2.047 0.215
H 3.229 3.259 -1.985 0.214
H 2.929 2.303 -4.233 0.193
H 1.209 0.532 -4.557 0.201
H -0.125 -0.208 -2.564 0.218
F -2.979 1.655 -1.975 -0.359
C -3.612 0.752 -1.164 0.250
C -2.911 -0.382 -0.749 -0.385
C -3.714 -1.234 0.017 0.240
F -3.196 -2.419 0.450 -0.347
C -5.026 -0.984 0.397 0.261
F -5.748 -1.872 1.151 -0.347
C -5.631 0.199 -0.008 0.213
F -6.908 0.495 0.380 -0.335
C -4.925 1.065 -0.829 0.218
F -5.544 2.197 -1.289 -0.340
C 3.554 -5.011 1.945 -1.086
Si 1.780 -4.899 1.202 1.592
C 0.557 -5.670 2.469 -1.089
C 1.722 -6.139 -0.277 -1.085
C 1.356 -3.169 0.770 -0.827
C 0.999 -2.024 0.511 -0.269
H 3.839 -6.017 2.250 0.205
H 3.634 -4.364 2.815 0.229
H 4.286 -4.661 1.220 0.225
H 0.801 -6.695 2.746 0.206
H -0.441 -5.670 2.042 0.235
H 0.511 -5.081 3.379 0.228
H 2.013 -7.153 0.002 0.207
H 2.368 -5.821 -1.092 0.223
H 0.709 -6.184 -0.669 0.229

***

Record 2
49
Properties=species:S:1:pos:R:3:lowdin_spin:R:1 method="wB97M-V/def2-TZVPD" spin_multiplicity=4 total_charge=+1 energy_ev=-55478.1439
Nd 0.233 0.439 -0.145 3.031
C 4.847 1.131 -2.786 -0.001
C 4.331 1.654 -1.613 0.000
C 3.421 0.899 -0.880 -0.001
C 3.008 -0.364 -1.299 -0.001
C 3.518 -0.871 -2.498 0.000
C 4.438 -0.130 -3.218 0.000
N 2.004 -0.992 -0.530 -0.013
C 1.994 -2.273 -0.099 -0.002
C 3.024 -3.226 -0.328 -0.001
C 2.927 -4.481 0.201 -0.001
C 1.824 -4.897 0.988 -0.002
C 0.830 -4.004 1.247 0.000
C 0.907 -2.696 0.713 -0.001
N -0.037 -1.725 0.987 -0.003
N -1.015 -1.993 1.749 0.006
C -1.912 -0.901 1.923 0.000
C -3.034 -1.144 2.708 0.001
C -3.956 -0.131 2.873 0.001
C -3.748 1.098 2.249 0.001
C -2.609 1.265 1.493 0.001
N -1.692 0.291 1.348 -0.005
H 5.568 1.691 -3.365 0.000
H 4.645 2.626 -1.257 0.000
H 3.061 1.279 0.078 0.000
H 3.181 -1.830 -2.868 0.000
H 4.834 -0.534 -4.140 0.000
H 3.893 -2.949 -0.906 0.000
H 3.729 -5.185 0.014 0.000
H 1.786 -5.903 1.376 0.000
H -0.025 -4.272 1.850 0.000
H -3.153 -2.120 3.156 0.000
H -4.837 -0.298 3.477 0.000
H -4.458 1.906 2.342 0.000
H -2.409 2.204 0.988 0.000
O -1.001 4.032 -5.016 0.000
C -0.171 4.674 -4.207 0.000
O 0.307 5.739 -4.478 0.000
C 0.174 4.046 -2.884 0.000
C 0.962 4.744 -1.988 0.001
N 1.107 3.977 -0.902 0.000
N 0.482 2.796 -1.025 -0.004
C -0.089 2.829 -2.240 0.001
C -0.885 1.656 -2.729 0.000
O -1.555 1.744 -3.731 0.000
O -0.811 0.561 -1.985 -0.007
H -1.330 3.210 -4.595 0.000
H 1.401 5.723 -2.077 0.000
H 1.618 4.195 -0.065 0.000

***

Record 3
64
Properties=species:S:1:pos:R:3:lowdin_spin:R:1 method="wB97M-V/def2-TZVPD" spin_multiplicity=5 total_charge=-1 energy_ev=-199412.5221 e_above_lowest_kj_mol=80.2
Mn 0.012 0.331 -0.040 3.768
F 2.342 -1.957 3.928 0.000
C 1.208 -1.378 3.528 0.001
F 0.692 -2.105 2.538 0.000
F 0.350 -1.380 4.543 0.000
S 1.531 0.382 2.986 0.005
O 0.537 0.536 1.924 0.015
O 1.308 1.170 4.149 -0.001
N 3.012 0.476 2.536 0.001
S 3.664 -0.282 1.313 0.001
O 4.483 0.584 0.532 0.000
O 2.758 -1.202 0.670 0.004
C 4.915 -1.378 2.191 0.000
F 4.460 -2.634 2.286 0.000
F 5.195 -0.944 3.417 0.000
F 6.050 -1.407 1.489 0.000
O -0.174 0.925 -4.391 -0.004
As -0.626 1.761 -2.902 0.008
O -2.084 2.451 -2.971 0.004
O -0.453 0.440 -1.817 0.041
C 0.869 3.001 -2.936 0.003
C 1.174 3.508 -4.193 0.000
C 2.181 4.454 -4.343 0.001
C 2.893 4.900 -3.243 0.000
C 2.601 4.400 -1.982 0.001
C 1.593 3.463 -1.840 0.001
S 1.263 2.800 -0.236 0.006
O 1.666 1.348 -0.392 0.000
O 2.044 3.507 0.727 0.002
O -0.189 2.788 -0.078 0.034
H -0.519 0.021 -4.377 0.000
H 0.630 3.158 -5.059 0.000
H 2.407 4.839 -5.329 0.000
H 3.678 5.635 -3.362 0.000
H 3.143 4.720 -1.103 0.000
O -3.670 -0.974 -0.013 0.000
C -2.477 -1.137 0.031 0.009
O -1.632 -0.258 0.529 0.028
C -1.864 -2.483 -0.366 0.004
P -0.083 -2.362 -0.766 0.042
C 0.527 -4.042 -0.390 0.013
C -0.101 -5.172 -0.916 0.003
C 0.374 -6.438 -0.622 0.001
C 1.489 -6.588 0.196 0.000
C 2.121 -5.471 0.716 0.000
C 1.641 -4.198 0.426 0.001
C 0.007 -2.384 -2.594 0.002
C -1.095 -2.355 -3.443 0.002
C -0.921 -2.343 -4.823 0.000
C 0.356 -2.349 -5.366 0.001
C 1.460 -2.363 -4.524 0.000
C 1.285 -2.378 -3.150 0.002
H -2.483 -2.948 -1.130 0.001
H -1.941 -3.115 0.524 0.000
H -0.960 -5.057 -1.568 0.000
H -0.119 -7.309 -1.034 0.000
H 1.862 -7.579 0.424 0.000
H 2.991 -5.582 1.351 0.000
H 2.134 -3.322 0.826 0.000
H -2.100 -2.316 -3.044 0.000
H -1.788 -2.320 -5.471 0.000
H 0.490 -2.326 -6.440 0.000
H 2.460 -2.347 -4.937 0.000
H 2.152 -2.368 -2.497 0.000